# C2H5N3O2S

A single C2H5N3O2S molecule in a non-equilibrium geometry (the ωB97M-V functional and the def2-TZVPD basis, the OMol25 dataset).

Last column: Löwdin charge in e.
Element x y z (Å)
C 0.4799 -0.0885 -0.3754  -0.490
C -0.7140 -0.9240 -0.8104  -0.058
H -1.4473 1.5564 0.2816  0.062
H 0.8745 1.6261 0.6654  0.139
H -0.6860 -1.5045 -1.6974  0.106
H -2.6130 -0.6124 1.4362  0.085
H 3.7395 -1.1162 0.1828  -0.134
N 0.3850 1.2623 -0.1865  -0.028
N -1.8375 -1.0215 -0.1890  0.038
N 1.5229 -0.7965 -0.1841  -0.325
O -0.8649 1.8936 -0.4036  -0.027
O -1.8117 -0.2880 1.0436  -0.077
S 2.9726 0.0135 0.2367  0.708

Results
HOMO	-0.318	hartree
structure (SMILES)	O/N=C\C(=N\S)NO
gap between HOMO and LUMO	9.227	eV
lowest unoccupied orbital energy	0.6	eV
charge	0